# 1
{
  "formula": "C31H80N5O13Sn",
  "method": "ωB97M-V/def2-TZVPD",
  "symbols": ["Sn", "O", "O", "O", "O", "O", "O", "O", "O", "O", "O", "O", "O", "O", "N", "N", "N", "N", "N", "C", "C", "C", "C", "C", "C", "C", "C", "C", "C", "C", "C", "C", "C", "C", "C", "C", "C", "C", "C", "C", "C", "C", "C", "C", "C", "C", "C", "C", "C", "C", "H", "H", "H", "H", "H", "H", "H", "H", "H", "H", "H", "H", "H", "H", "H", "H", "H", "H", "H", "H", "H", "H", "H", "H", "H", "H", "H", "H", "H", "H", "H", "H", "H", "H", "H", "H", "H", "H", "H", "H", "H", "H", "H", "H", "H", "H", "H", "H", "H", "H", "H", "H", "H", "H", "H", "H", "H", "H", "H", "H", "H", "H", "H", "H", "H", "H", "H", "H", "H", "H", "H", "H", "H", "H", "H", "H", "H", "H", "H", "H"],
  "positions_angstrom": [[-3.623, -0.044, -0.213], [1.972, -2.363, 3.643], [3.119, 2.674, 0.453], [-4.171, -1.570, 2.241], [-5.946, 0.839, 0.847], [-1.150, -0.709, 1.027], [-1.873, 4.283, 1.368], [4.056, -5.843, -2.630], [-4.859, 4.468, 0.738], [7.363, -1.386, -1.310], [2.197, 0.196, -2.805], [0.981, -1.045, 0.845], [-0.391, 2.169, -3.238], [-0.145, -0.512, -0.894], [-0.093, -0.777, 0.306], [5.324, 0.501, 0.907], [-3.809, 2.683, -1.728], [1.753, -3.158, -3.733], [-3.652, 2.064, 1.754], [3.374, 1.932, 1.652], [0.181, 3.468, -3.426], [3.020, -5.169, -3.317], [4.002, 1.486, -3.216], [-1.006, 5.300, 0.926], [7.159, -0.794, -0.031], [2.643, -3.776, -2.761], [-3.375, -2.151, 3.319], [1.075, -4.131, 2.395], [1.850, 2.393, -0.131], [1.965, -3.732, -1.382], [6.637, -2.581, -1.573], [-2.327, 2.208, 2.336], [4.320, -7.193, -3.023], [-7.246, 0.962, 0.247], [-1.353, 2.952, 1.431], [-1.459, 2.151, -2.337], [3.405, 0.108, -3.585], [3.886, 0.562, 1.171], [-4.657, 4.836, -0.609], [-3.041, -3.566, 2.910], [3.055, 0.014, -5.069], [0.486, -3.795, 4.819], [0.793, -3.131, 3.473], [-4.067, -2.118, 4.634], [5.772, -0.876, 0.599], [-4.582, 1.520, 2.739], [-5.974, 1.383, 2.147], [-4.853, 3.691, -1.623], [-2.616, 3.156, -2.411], [-5.283, 5.505, 1.615], [6.790, -3.338, -0.800], [2.661, -0.959, -5.354], [-6.500, 2.345, 2.172], [-2.419, 2.863, 3.208], [7.856, -1.327, 0.631], [5.151, -1.233, -0.228], [4.092, 2.437, 2.295], [-4.518, 2.121, 3.653], [1.034, 3.363, -4.091], [-4.355, 6.024, 1.874], [2.415, 1.841, 2.169], [-5.150, -2.202, 4.515], [3.588, -3.243, -2.635], [-0.038, -2.465, 3.216], [1.514, 3.336, -0.574], [2.469, 0.094, -1.889], [-1.258, 2.535, 0.425], [-1.885, 1.155, -2.532], [-2.397, 4.097, -1.907], [-3.971, 2.988, 1.453], [1.263, -3.586, 1.468], [-5.016, -2.030, 2.172], [-0.322, -3.275, 5.342], [5.613, 1.235, 0.276], [3.939, -0.734, -3.138], [3.363, -7.709, -2.947], [-1.627, 6.181, 0.756], [-0.201, 5.604, 1.598], [-5.892, 6.247, 1.093], [1.121, 2.139, 0.639], [2.438, -4.369, -0.623], [-3.919, -4.211, 2.821], [5.576, -2.372, -1.718], [-0.500, 4.127, -3.975], [3.505, -4.953, -4.279], [2.168, -1.989, 2.774], [-6.605, 0.816, 2.838], [-4.214, 1.873, -2.184], [-5.460, 5.533, -0.875], [-2.314, -4.048, 3.564], [-8.039, 0.645, 0.927], [-4.361, 0.521, 3.121], [-3.779, -2.892, 5.348], [-2.440, -1.600, 3.415], [3.842, -0.040, 2.090], [2.145, -5.821, -3.417], [4.728, -7.129, -4.037], [5.131, -7.545, -2.392], [1.987, -2.778, -0.855], [0.981, -4.212, -1.365], [4.038, 0.153, -5.531], [0.392, 3.907, -2.449], [-5.129, 4.257, -2.523], [3.223, 0.086, 0.444], [-2.786, 3.313, -3.482], [1.947, 1.696, -0.961], [6.952, -3.020, -2.519], [7.530, 0.229, 0.012], [2.025, -3.389, -4.686], [-5.803, 3.191, -1.419], [1.284, -3.562, 5.530], [-2.568, -3.623, 1.925], [-0.391, 2.992, 1.948], [1.808, -4.880, 2.683], [0.849, -3.621, -3.693], [-3.826, -1.233, 5.230], [-0.645, 4.943, -0.047], [4.241, 1.597, -2.157], [0.147, -4.682, 2.190], [2.401, 0.789, -5.464], [-5.795, 5.085, 2.476], [-7.367, 0.487, -0.723], [5.714, -1.499, 1.487], [3.306, 2.259, -3.529], [-0.991, 2.101, -1.344], [-1.814, 1.264, 2.533], [0.370, -4.876, 4.818], [-7.411, 2.040, 0.150], [4.992, 1.478, -3.691], [-3.716, 5.373, -0.751]],
  "homo_ev": -9.80,
  "multiplicity": 1,
  "total_charge": 1,
  "lumo_ha": -0.171,
  "molar_mass_g_mol": 849.71
}

***

# 2
{
  "formula": "C31H83N5O12",
  "method": "ωB97M-V/def2-TZVPD",
  "symbols": ["O", "O", "O", "O", "O", "O", "O", "O", "O", "O", "O", "O", "N", "N", "N", "N", "N", "C", "C", "C", "C", "C", "C", "C", "C", "C", "C", "C", "C", "C", "C", "C", "C", "C", "C", "C", "C", "C", "C", "C", "C", "C", "C", "C", "C", "C", "C", "C", "H", "H", "H", "H", "H", "H", "H", "H", "H", "H", "H", "H", "H", "H", "H", "H", "H", "H", "H", "H", "H", "H", "H", "H", "H", "H", "H", "H", "H", "H", "H", "H", "H", "H", "H", "H", "H", "H", "H", "H", "H", "H", "H", "H", "H", "H", "H", "H", "H", "H", "H", "H", "H", "H", "H", "H", "H", "H", "H", "H", "H", "H", "H", "H", "H", "H", "H", "H", "H", "H", "H", "H", "H", "H", "H", "H", "H", "H", "H", "H", "H", "H", "H"],
  "positions_angstrom": [[-8.071, 28.727, -1.530], [-15.932, 31.403, -4.605], [-5.550, 31.231, -6.241], [1.242, 30.105, -7.432], [-8.400, 35.813, -4.599], [-10.543, 37.658, -0.814], [-13.050, 33.602, -2.233], [1.036, 27.310, -10.796], [-4.807, 37.758, -4.969], [-6.226, 32.092, -9.870], [-2.117, 31.997, -3.263], [-8.253, 39.431, -7.598], [-5.637, 38.394, -7.619], [-7.822, 36.733, 0.498], [-0.185, 27.697, -8.198], [-7.284, 32.889, -4.183], [-13.270, 32.230, -4.714], [-0.835, 28.952, -7.964], [-9.611, 39.771, -7.666], [-7.997, 35.124, -3.342], [-12.680, 33.598, -4.690], [-4.542, 39.083, -6.962], [-0.416, 27.296, -10.762], [-13.940, 31.788, -5.934], [1.685, 28.026, -11.873], [-7.047, 33.041, -5.673], [-4.436, 30.726, -7.013], [-8.527, 37.212, -4.560], [-0.090, 29.892, -7.043], [-1.304, 30.901, -3.567], [-4.397, 36.989, -3.939], [-15.017, 30.750, -5.526], [-12.537, 33.679, -0.941], [-7.669, 39.146, -8.829], [-6.153, 39.359, -8.563], [-17.112, 30.742, -4.239], [-5.575, 32.697, -6.114], [-0.736, 26.887, -9.295], [-3.828, 38.060, -5.957], [-8.180, 29.549, -2.635], [-12.062, 33.886, -3.325], [1.558, 30.920, -8.666], [-5.783, 33.372, -10.193], [-9.268, 36.461, 0.773], [-11.449, 38.761, -0.886], [-8.365, 33.616, -3.459], [-9.393, 35.879, 2.194], [-10.037, 37.756, 0.550], [-3.450, 37.325, -3.514], [-8.439, 33.053, -2.529], [-10.832, 37.726, 1.295], [-6.197, 40.389, -8.209], [-16.742, 29.849, -3.735], [-9.611, 35.677, 0.097], [-10.374, 35.776, 2.658], [-0.893, 26.643, -11.494], [-8.976, 36.558, 2.937], [-0.948, 29.482, -8.910], [-5.873, 33.635, -11.247], [-11.927, 33.733, -5.466], [-1.648, 30.456, -4.501], [-0.536, 30.857, -6.805], [-0.285, 31.232, -3.770], [-11.164, 33.297, -3.138], [-1.860, 28.835, -7.612], [-8.804, 28.108, -1.567], [-12.331, 38.723, -0.247], [2.681, 27.657, -12.115], [1.044, 30.520, -9.540], [-4.717, 40.060, -6.513], [-1.366, 30.156, -2.774], [1.651, 29.042, -11.478], [-7.972, 39.849, -9.605], [-9.219, 29.823, -2.818], [-0.941, 28.231, -10.956], [-14.416, 32.615, -6.460], [0.709, 28.052, -8.506], [-8.281, 37.619, -5.541], [-2.968, 38.609, -5.575], [-11.804, 34.483, -1.010], [-0.139, 29.351, -6.098], [-4.768, 31.233, -7.919], [-6.484, 34.008, -9.651], [-4.302, 35.937, -4.210], [-7.775, 32.484, -6.262], [-15.612, 30.358, -6.352], [-9.854, 40.583, -8.351], [-10.976, 39.727, -0.712], [-6.761, 32.139, -9.074], [-5.233, 37.079, -3.246], [1.352, 31.975, -8.487], [2.590, 30.832, -9.004], [-5.338, 33.070, -7.111], [-17.559, 31.332, -3.438], [-11.834, 34.951, -3.348], [-9.642, 38.745, 0.781], [-7.751, 37.698, -3.968], [-3.890, 39.462, -7.749], [-9.515, 37.513, -4.212], [-14.555, 29.868, -5.084], [-8.478, 35.490, -2.435], [-13.768, 32.259, -3.836], [-12.000, 32.731, -0.964], [-13.185, 31.489, -6.661], [-7.719, 37.025, -0.463], [-10.194, 38.887, -7.924], [-1.808, 26.899, -9.096], [-4.361, 29.651, -7.176], [-6.494, 32.635, -3.608], [-17.806, 30.594, -5.066], [-8.812, 35.001, 2.476], [-11.845, 38.871, -1.896], [-7.640, 30.484, -2.485], [-13.526, 34.267, -4.852], [-0.475, 25.833, -9.191], [-5.546, 39.238, -9.461], [-4.877, 33.062, -5.360], [-3.472, 31.170, -6.764], [1.073, 27.886, -12.764], [-7.904, 38.184, -9.286], [-7.300, 35.878, 0.627], [-10.049, 40.160, -6.747], [-13.241, 33.928, -0.147], [-1.901, 32.312, -2.383], [-6.356, 38.093, -6.977], [-7.189, 34.102, -5.878], [-6.959, 35.277, -3.046], [-9.249, 33.529, -4.091], [-7.757, 29.207, -3.579], [-3.441, 37.142, -6.400], [-4.848, 33.570, -9.669]],
  "relative_energy_kcal_mol": 56.3,
  "homo_ev": [-10.24, -10.24],
  "multiplicity": 2,
  "total_charge": 1,
  "lumo_ha": [-0.091, -0.251],
  "molar_mass_g_mol": 718.03
}

***

# 3
{
  "formula": "C31H85N7O8",
  "method": "ωB97M-V/def2-TZVPD",
  "symbols": ["O", "O", "O", "O", "O", "O", "O", "O", "N", "N", "N", "N", "N", "N", "N", "C", "C", "C", "C", "C", "C", "C", "C", "C", "C", "C", "C", "C", "C", "C", "C", "C", "C", "C", "C", "C", "C", "C", "C", "C", "C", "C", "C", "C", "C", "C", "H", "H", "H", "H", "H", "H", "H", "H", "H", "H", "H", "H", "H", "H", "H", "H", "H", "H", "H", "H", "H", "H", "H", "H", "H", "H", "H", "H", "H", "H", "H", "H", "H", "H", "H", "H", "H", "H", "H", "H", "H", "H", "H", "H", "H", "H", "H", "H", "H", "H", "H", "H", "H", "H", "H", "H", "H", "H", "H", "H", "H", "H", "H", "H", "H", "H", "H", "H", "H", "H", "H", "H", "H", "H", "H", "H", "H", "H", "H", "H", "H", "H", "H", "H", "H"],
  "positions_angstrom": [[3.244, 3.134, -1.889], [1.099, -3.052, -5.378], [3.052, -2.549, 2.952], [6.021, -0.185, 0.150], [-2.476, 4.919, 0.915], [-3.078, -0.030, 5.488], [-2.085, 0.443, 1.644], [-6.243, 2.804, -0.589], [2.824, 0.079, -3.713], [-5.990, 1.319, 3.689], [1.103, -3.812, -1.806], [3.775, -1.484, -1.079], [-0.755, 2.942, -0.158], [-4.378, 0.416, 0.187], [0.509, -4.782, 1.308], [-3.219, 5.164, 2.111], [3.135, -1.129, 3.062], [-1.055, 4.917, 1.146], [-0.779, 4.988, -1.368], [5.108, -2.060, -1.075], [1.798, -2.961, 2.290], [-3.596, 0.604, -2.212], [-4.262, 1.298, -0.996], [2.971, -5.035, 1.365], [-0.298, -2.265, -2.966], [1.569, -3.365, -4.115], [-1.394, -1.678, 0.710], [0.548, -3.595, -3.103], [0.237, 0.040, 1.382], [5.428, -2.809, -2.365], [-6.139, 0.126, 5.872], [1.037, 1.501, -2.689], [1.721, -4.431, 2.051], [-4.032, 0.139, 4.435], [3.814, 3.527, -0.644], [-5.263, 0.915, 4.895], [0.724, -4.090, -6.184], [6.530, -0.787, 1.313], [-5.593, 1.877, -1.434], [-5.782, 4.141, -0.873], [2.449, 1.429, -3.290], [-0.367, 4.298, -0.079], [-1.124, -0.186, 0.772], [3.456, 1.787, -2.253], [6.167, -0.892, -1.034], [-1.768, -0.233, 5.020], [5.871, -1.573, 1.769], [-7.188, 0.523, 6.009], [-4.637, -0.461, -0.144], [-2.917, 4.507, 2.866], [-1.289, -2.173, 1.706], [-1.276, 0.622, 4.513], [2.209, -2.544, -3.869], [-0.718, -1.822, -3.875], [3.853, -4.934, 1.938], [0.370, -1.535, -2.483], [4.682, -3.501, -2.655], [3.994, -0.821, 3.598], [2.234, -4.304, -4.212], [-2.994, 0.177, 1.243], [-2.663, 0.153, -1.910], [-1.214, -2.410, -2.360], [-1.846, 4.958, -1.364], [0.845, 0.895, -1.790], [0.915, -2.621, 2.910], [-4.302, 4.926, 1.869], [-0.738, 5.932, 1.304], [-0.564, 6.042, -1.375], [7.211, -1.185, -1.166], [3.625, -1.036, -0.217], [-1.171, -0.434, 5.915], [-4.969, 0.812, 0.914], [1.840, -3.093, -1.670], [3.206, 3.170, 0.229], [-6.127, 4.604, -1.820], [1.525, -4.796, -6.379], [-0.109, -4.697, -5.823], [-6.357, 1.085, -1.630], [5.453, -2.178, -3.328], [-3.539, 2.074, -0.754], [5.134, -2.835, -0.259], [-0.355, -4.588, 1.866], [0.315, 1.211, -3.508], [-0.184, 2.404, -0.739], [-4.706, 4.186, -0.975], [3.327, 1.176, -1.372], [-0.771, 4.393, 2.051], [-5.416, 2.415, -2.360], [1.052, -0.282, 0.760], [-6.885, 1.712, 3.971], [-3.293, 1.261, -3.008], [-3.012, 6.141, 2.487], [4.500, 1.663, -2.588], [3.124, -4.427, 0.410], [2.233, -0.280, -4.445], [3.003, -0.720, 2.014], [-5.981, 4.740, 0.013], [2.600, 2.145, -4.130], [-1.251, 0.313, -0.210], [-4.232, -0.212, -2.665], [-0.350, 4.645, -2.282], [-3.546, 0.716, 3.585], [-4.341, -0.841, 4.113], [-6.247, -0.893, 5.539], [3.764, 0.074, -4.141], [1.813, -2.442, 1.275], [-5.774, 0.105, 6.897], [5.845, -0.220, -1.879], [1.673, -4.841, 3.068], [2.288, -0.780, 3.611], [0.655, 4.441, 0.267], [-2.435, -1.934, 0.361], [-5.364, 2.018, 3.288], [4.836, 3.268, -0.554], [-1.045, 2.448, 0.676], [-1.753, -1.198, 4.441], [0.445, -4.067, 0.566], [0.326, -0.442, 2.373], [2.863, -6.091, 1.249], [1.482, -4.747, -1.683], [3.512, -0.804, -1.834], [7.528, -1.183, 1.132], [-0.764, -2.076, -0.091], [0.242, -3.679, -7.104], [-0.048, -4.503, -3.232], [0.423, 1.159, 1.565], [3.843, 4.645, -0.704], [6.396, -3.340, -2.340], [-4.833, 1.764, 5.452], [6.605, 0.076, 2.029], [0.899, 2.546, -2.373]],
  "relative_energy_kcal_mol": 28.3,
  "homo_ev": -8.68,
  "multiplicity": 1,
  "total_charge": 0,
  "smiles": "COC[C@H](C)N.COC[C@H](C)N.COC[C@H](C)N.COC[C@H](C)N.COC[C@H](C)N.COC[C@H](C)N.COC[C@H](C)N.CC(C)O",
  "lumo_ha": 0.023,
  "molar_mass_g_mol": 684.06
}